(i)
# C33H97N17O12

12 unconnected molecules or ions with the total composition C33H97N17O12 (wB97M-V/def2-TZVPD, the OMol25 dataset).

Highest occupied orbital energy (eV): -8.69
SMILES: COC[C@H](C)N.COC[C@H](C)N.COC[C@H](C)N.COC[C@H](C)N.COC[C@H](C)N.COC[C@H](C)N.COC[C@H](C)N.NC(N)=O.NC(N)=O.NC(N)=O.NC(N)=O.NC(N)=O
LUMO energy (eV): 0.51

Each atom is followed by the atoms it is bonded to, with distances in Å.
Cartesian coordinates (Å):
1 C 3.05 0.57 -4.50  C2 1.572, H7 1.099, H8 1.102, H9 1.031
2 C 2.92 0.03 -5.97  C1 1.572, C3 1.543, N6 1.447, H10 1.151
3 C 4.35 -0.16 -6.52  C2 1.543, O4 1.424, H11 1.116, H12 1.084
4 O 5.15 1.02 -6.47  C3 1.424, C5 1.399
5 C 6.48 0.73 -6.77  O4 1.399, H13 1.094, H14 1.145, H15 1.060
6 N 2.26 -1.26 -5.94  C2 1.447, H16 1.074, H17 1.061
7 H 2.14 0.44 -3.90  C1 1.099
8 H 3.32 1.63 -4.60  C1 1.102
9 H 3.83 0.07 -4.04  C1 1.031
10 H 2.52 0.80 -6.73  C2 1.151
11 H 4.25 -0.37 -7.61  C3 1.116
12 H 4.83 -1.02 -6.09  C3 1.084
13 H 6.72 -0.17 -6.19  C5 1.094
14 H 7.21 1.59 -6.54  C5 1.145
15 H 6.47 0.43 -7.78  C5 1.060
16 H 2.16 -1.81 -6.85  N6 1.074
17 H 1.25 -1.03 -5.68  N6 1.061
18 C 3.44 2.74 4.08  C19 1.548, H24 1.076, H25 1.123, H26 1.107
19 C 3.42 1.21 3.86  C18 1.548, C20 1.594, N23 1.501, H27 1.086
20 C 4.31 0.85 2.59  C19 1.594, O21 1.433, H28 1.125, H29 1.079
21 O 3.90 -0.42 2.05  C20 1.433, C22 1.461
22 C 4.80 -0.86 0.99  O21 1.461, H30 1.072, H31 1.116, H32 1.059
23 N 3.75 0.47 5.13  C19 1.501, H33 1.024, H34 1.003
24 H 3.00 2.93 5.04  C18 1.076
25 H 2.85 3.32 3.31  C18 1.123
26 H 4.45 3.18 4.06  C18 1.107
27 H 2.44 0.84 3.58  C19 1.086
28 H 5.36 0.84 2.97  C20 1.125
29 H 4.05 1.68 1.95  C20 1.079
30 H 5.74 -0.33 1.00  C22 1.072
31 H 4.34 -0.62 0.00  C22 1.116
32 H 4.90 -1.91 0.97  C22 1.059
33 H 3.87 -0.52 4.91  N23 1.024
34 H 4.64 0.77 5.48  N23 1.003
35 C -4.01 3.15 -5.53  C36 1.537, H41 1.074, H42 1.109, H43 1.091
36 C -3.22 2.66 -4.30  C35 1.537, C37 1.553, N40 1.450, H44 1.105
37 C -1.70 2.52 -4.57  C36 1.553, O38 1.392, H45 1.134, H46 1.087
38 O -1.43 1.70 -5.66  C37 1.392, C39 1.392
39 C -0.06 1.54 -5.85  O38 1.392, H47 1.073, H48 1.098, H49 1.071
40 N -3.24 3.63 -3.22  C36 1.450, H50 1.043, H51 1.037
41 H -3.76 4.19 -5.63  C35 1.074
42 H -5.11 3.22 -5.37  C35 1.109
43 H -3.79 2.44 -6.32  C35 1.091
44 H -3.57 1.62 -4.20  C36 1.105
45 H -1.29 2.15 -3.58  C37 1.134
46 H -1.40 3.54 -4.83  C37 1.087
47 H 0.43 1.29 -4.93  C39 1.073
48 H 0.44 2.46 -6.19  C39 1.098
49 H 0.08 0.72 -6.52  C39 1.071
50 H -4.21 3.95 -3.04  N40 1.043
51 H -2.90 3.29 -2.30  N40 1.037
52 C 0.47 -0.85 5.63  C53 1.549, H58 1.092, H59 1.155, H60 1.085
53 C -0.27 0.21 6.47  C52 1.549, C54 1.532, N57 1.486, H61 1.136
54 C 0.69 1.40 6.58  C53 1.532, O55 1.396, H62 1.103, H63 1.129
55 O 0.02 2.43 7.25  C54 1.396, C56 1.382
56 C 0.77 3.59 7.33  O55 1.382, H64 1.106, H65 1.073, H66 1.090
57 N -1.65 0.62 6.10  C53 1.486, H67 1.004, H68 1.013
58 H 0.05 -1.83 5.86  C52 1.092
59 H 1.52 -0.96 6.11  C52 1.155
60 H 0.43 -0.65 4.56  C52 1.085
61 H -0.14 -0.13 7.55  C53 1.136
62 H 0.92 1.67 5.54  C54 1.103
63 H 1.62 1.15 7.16  C54 1.129
64 H 1.01 3.98 6.32  C56 1.106
65 H 1.69 3.40 7.85  C56 1.073
66 H 0.20 4.34 7.89  C56 1.090
67 H -1.82 1.51 6.54  N57 1.004
68 H -2.42 -0.01 6.30  N57 1.013
69 C -6.16 -1.45 -0.02  C70 1.537, H75 1.146, H76 1.093, H77 1.112
70 C -5.04 -1.21 -1.03  C69 1.537, C71 1.490, N74 1.470, H78 1.067
71 C -3.84 -0.66 -0.34  C70 1.490, O72 1.404, H79 1.107, H80 1.075
72 O -4.04 0.48 0.45  C71 1.404, C73 1.456
73 C -4.58 1.59 -0.32  O72 1.456, H81 1.079, H82 1.105, H83 1.078
74 N -4.63 -2.41 -1.78  C70 1.470, H84 1.002, H85 1.021
75 H -7.03 -2.01 -0.53  C69 1.146
76 H -6.69 -0.57 0.34  C69 1.093
77 H -5.93 -1.99 0.93  C69 1.112
78 H -5.37 -0.51 -1.76  C70 1.067
79 H -2.93 -0.57 -0.96  C71 1.107
80 H -3.46 -1.37 0.37  C71 1.075
81 H -4.27 2.48 0.21  C73 1.079
82 H -5.68 1.60 -0.40  C73 1.105
83 H -4.15 1.55 -1.31  C73 1.078
84 H -5.35 -2.63 -2.44  N74 1.002
85 H -4.53 -3.24 -1.18  N74 1.021
86 C -2.92 4.45 3.85  C87 1.552, H92 1.068, H93 1.072, H94 1.041
87 C -2.32 3.75 2.60  C86 1.552, C88 1.489, N91 1.489, H95 1.084
88 C -2.42 4.71 1.46  C87 1.489, O89 1.451, H96 1.086, H97 1.124
89 O -3.82 4.84 1.09  C88 1.451, C90 1.459
90 C -4.01 5.87 0.07  O89 1.459, H98 1.035, H99 1.043, H100 1.094
91 N -0.90 3.34 2.72  C87 1.489, H101 1.023, H102 0.993
92 H -2.94 3.81 4.71  C86 1.068
93 H -3.90 4.83 3.65  C86 1.072
94 H -2.35 5.28 4.14  C86 1.041
95 H -2.98 2.89 2.49  C87 1.084
96 H -1.85 4.33 0.62  C88 1.086
97 H -2.06 5.66 1.94  C88 1.124
98 H -5.03 6.02 -0.04  C90 1.035
99 H -3.61 5.54 -0.83  C90 1.043
100 H -3.47 6.77 0.37  C90 1.094
101 H -0.64 2.81 3.56  N91 1.023
102 H -0.69 2.68 2.01  N91 0.993
103 C -0.49 -0.44 2.31  C104 1.523, H109 1.060, H110 1.090, H111 1.106
104 C -0.31 -0.57 0.80  C103 1.523, C105 1.549, N108 1.514, H112 1.062
105 C 0.67 0.50 0.29  C104 1.549, O106 1.490, H113 1.127, H114 1.108
106 O 0.06 1.86 0.35  C105 1.490, C107 1.417
107 C 1.07 2.84 0.20  O106 1.417, H115 1.066, H116 1.101, H117 1.149
108 N 0.22 -1.91 0.34  C104 1.514, H118 1.015, H119 1.056
109 H -1.01 -1.30 2.63  C103 1.060
110 H -0.91 0.47 2.74  C103 1.090
111 H 0.48 -0.56 2.83  C103 1.106
112 H -1.29 -0.45 0.40  C104 1.062
113 H 0.97 0.27 -0.78  C105 1.127
114 H 1.59 0.53 0.91  C105 1.108
115 H 1.49 2.83 -0.78  C107 1.066
116 H 1.88 2.72 0.94  C107 1.101
117 H 0.60 3.87 0.42  C107 1.149
118 H -0.45 -2.65 0.55  N108 1.015
119 H 1.06 -2.14 0.94  N108 1.056
120 C 0.88 -5.45 0.36  O121 1.219, N122 1.368, N123 1.337
121 O 0.20 -5.92 1.26  C120 1.219
122 N 0.35 -5.26 -0.89  C120 1.368, H124 1.024, H125 1.013
123 N 2.20 -5.30 0.44  C120 1.337, H126 1.030, H127 1.018
124 H 0.95 -4.90 -1.63  N122 1.024
125 H -0.57 -5.66 -1.04  N122 1.013
126 H 2.74 -5.22 -0.44  N123 1.030
127 H 2.62 -5.64 1.30  N123 1.018
128 C -1.08 -1.49 -3.62  O129 1.251, N130 1.414, N131 1.319
129 O 0.09 -1.13 -3.87  C128 1.251
130 N -1.33 -2.33 -2.51  C128 1.414, H132 1.022, H133 1.023
131 N -2.07 -1.15 -4.43  C128 1.319, H134 1.007, H135 1.040
132 H -2.29 -2.57 -2.25  N130 1.022
133 H -0.66 -2.34 -1.74  N130 1.023
134 H -2.99 -1.29 -4.06  N131 1.007
135 H -1.96 -0.37 -5.11  N131 1.040
136 C 2.64 -3.75 -3.00  O137 1.235, N138 1.335, N139 1.362
137 O 2.69 -4.77 -2.30  C136 1.235
138 N 2.23 -2.62 -2.43  C136 1.335, H140 1.007, H141 1.023
139 N 2.97 -3.77 -4.32  C136 1.362, H142 1.017, H143 1.053
140 H 1.79 -2.00 -3.09  N138 1.007
141 H 1.57 -2.73 -1.65  N138 1.023
142 H 3.54 -4.54 -4.67  N139 1.017
143 H 3.05 -2.84 -4.80  N139 1.053
144 C -3.18 -4.79 0.62  O145 1.234, N146 1.325, N147 1.353
145 O -4.36 -4.42 0.61  C144 1.234
146 N -2.20 -4.11 1.21  C144 1.325, H148 0.949, H149 1.029
147 N -2.90 -5.94 -0.02  C144 1.353, H150 1.042, H151 1.060
148 H -2.40 -3.53 1.93  N146 0.949
149 H -1.36 -4.70 1.30  N146 1.029
150 H -3.72 -6.58 -0.09  N147 1.042
151 H -2.11 -6.50 0.41  N147 1.060
152 C 3.25 -3.23 4.13  O153 1.197, N154 1.367, N155 1.387
153 O 3.35 -2.59 5.14  C152 1.197
154 N 2.42 -4.31 4.02  C152 1.367, H156 1.028, H157 1.033
155 N 4.10 -3.15 3.04  C152 1.387, H158 1.024, H159 1.055
156 H 1.70 -4.33 4.76  N154 1.028
157 H 2.07 -4.48 3.06  N154 1.033
158 H 4.42 -4.07 2.73  N155 1.024
159 H 4.76 -2.33 3.06  N155 1.055

(ii)
# C33H97N17O12

12 unconnected molecules or ions with the total composition C33H97N17O12 (wB97M-V/def2-TZVPD, the OMol25 dataset).

Highest occupied orbital energy (eV): -8.51
SMILES: COC[C@H](C)N.COC[C@H](C)N.COC[C@H](C)N.COC[C@H](C)N.COC[C@H](C)N.COC[C@H](C)N.COC[C@H](C)N.NC(N)=O.NC(N)=O.NC(N)=O.NC(N)=O.NC(N)=O
LUMO energy (eV): 0.05

Each atom is followed by the atoms it is bonded to, with distances in Å.
Cartesian coordinates (Å):
1 C 21.95 17.39 -25.51  O2 1.249, N3 1.301, N4 1.336
2 O 21.00 17.87 -24.85  C1 1.249
3 N 22.99 16.77 -25.06  C1 1.301, H5 1.010, H6 1.010
4 N 21.89 17.30 -26.84  C1 1.336, H7 1.010, H8 1.010
5 H 23.03 16.57 -24.07  N3 1.010
6 H 23.67 16.57 -25.78  N3 1.010
7 H 22.47 16.70 -27.41  N4 1.010
8 H 21.11 17.73 -27.32  N4 1.010
9 C 22.41 20.76 -21.80  O10 1.204, N11 1.332, N12 1.311
10 O 21.56 20.32 -21.07  C9 1.204
11 N 23.11 21.87 -21.55  C9 1.332, H13 1.010, H14 1.010
12 N 22.63 20.23 -22.97  C9 1.311, H15 1.010, H16 1.010
13 H 23.81 22.11 -22.24  N11 1.010
14 H 22.94 22.40 -20.71  N11 1.010
15 H 21.99 19.48 -23.23  N12 1.010
16 H 23.31 20.51 -23.66  N12 1.010
17 C 25.39 22.27 -24.34  O18 1.207, N19 1.280, N20 1.289
18 O 24.77 21.24 -24.39  C17 1.207
19 N 25.18 23.24 -25.15  C17 1.280, H21 1.010, H22 1.010
20 N 26.38 22.43 -23.54  C17 1.289, H23 1.010, H24 1.010
21 H 24.51 23.22 -25.90  N19 1.010
22 H 25.57 24.12 -24.82  N19 1.010
23 H 26.57 21.78 -22.79  N20 1.010
24 H 26.80 23.34 -23.40  N20 1.010
25 C 22.60 21.95 -27.17  O26 1.177, N27 1.291, N28 1.320
26 O 23.46 22.74 -27.29  C25 1.177
27 N 22.45 21.10 -26.20  C25 1.291, H29 1.010, H30 1.010
28 N 21.56 21.87 -27.97  C25 1.320, H31 1.010, H32 1.010
29 H 21.92 20.26 -26.41  N27 1.010
30 H 23.22 21.03 -25.55  N27 1.010
31 H 21.47 22.72 -28.51  N28 1.010
32 H 20.83 21.21 -27.75  N28 1.010
33 C 19.73 19.62 -18.02  O34 1.202, N35 1.313, N36 1.262
34 O 19.16 19.24 -17.03  C33 1.202
35 N 21.00 19.40 -18.26  C33 1.313, H37 1.010, H38 1.010
36 N 19.18 20.05 -19.07  C33 1.262, H39 1.010, H40 1.010
37 H 21.38 19.71 -19.14  N35 1.010
38 H 21.61 19.01 -17.55  N35 1.010
39 H 19.67 20.04 -19.95  N36 1.010
40 H 18.18 20.07 -18.95  N36 1.010
41 C 26.56 17.04 -16.81  C42 1.542, H47 1.090, H48 1.090, H49 1.090
42 C 26.94 18.31 -17.60  C41 1.542, C43 1.557, N46 1.463, H50 1.090
43 C 26.05 19.55 -17.32  C42 1.557, O44 1.453, H51 1.090, H52 1.090
44 O 24.67 19.43 -17.76  C43 1.453, C45 1.397
45 C 24.46 19.62 -19.13  O44 1.397, H53 1.090, H54 1.090, H55 1.090
46 N 28.31 18.73 -17.28  C42 1.463, H56 1.010, H57 1.010
47 H 25.60 16.84 -17.28  C41 1.090
48 H 26.47 17.22 -15.74  C41 1.090
49 H 27.15 16.14 -16.94  C41 1.090
50 H 26.97 17.97 -18.64  C42 1.090
51 H 26.41 20.50 -17.70  C43 1.090
52 H 25.97 19.61 -16.23  C43 1.090
53 H 24.90 20.56 -19.44  C45 1.090
54 H 23.39 19.62 -19.33  C45 1.090
55 H 24.83 18.71 -19.60  C45 1.090
56 H 28.31 19.24 -16.41  N46 1.010
57 H 28.88 17.95 -17.02  N46 1.010
58 C 18.88 27.76 -22.92  C59 1.550, H64 1.090, H65 1.090, H66 1.090
59 C 19.15 26.29 -23.33  C58 1.550, C60 1.506, N63 1.448, H67 1.090
60 C 20.63 26.02 -23.29  C59 1.506, O61 1.459, H68 1.090, H69 1.090
61 O 20.86 24.65 -23.75  C60 1.459, C62 1.412
62 C 22.23 24.33 -23.86  O61 1.412, H70 1.090, H71 1.090, H72 1.090
63 N 18.51 25.46 -22.33  C59 1.448, H73 1.010, H74 1.010
64 H 19.48 28.08 -22.07  C58 1.090
65 H 17.81 27.89 -22.74  C58 1.090
66 H 19.17 28.36 -23.78  C58 1.090
67 H 18.80 26.04 -24.33  C59 1.090
68 H 21.00 26.20 -22.28  C60 1.090
69 H 21.06 26.71 -24.02  C60 1.090
70 H 22.83 25.06 -24.41  C62 1.090
71 H 22.43 23.35 -24.28  C62 1.090
72 H 22.65 24.39 -22.86  C62 1.090
73 H 18.89 25.61 -21.41  N63 1.010
74 H 18.79 24.51 -22.54  N63 1.010
75 C 22.92 13.35 -24.15  C76 1.522, H81 1.090, H82 1.090, H83 1.090
76 C 23.17 13.19 -22.66  C75 1.522, C77 1.583, N80 1.424, H84 1.090
77 C 23.01 14.55 -21.87  C76 1.583, O78 1.474, H85 1.090, H86 1.090
78 O 23.80 15.70 -22.35  C77 1.474, C79 1.409
79 C 23.61 16.83 -21.52  O78 1.409, H87 1.090, H88 1.090, H89 1.090
80 N 22.35 12.13 -22.16  C76 1.424, H90 1.010, H91 1.010
81 H 22.09 14.00 -24.41  C75 1.090
82 H 22.69 12.43 -24.69  C75 1.090
83 H 23.88 13.74 -24.48  C75 1.090
84 H 24.20 12.96 -22.39  C76 1.090
85 H 23.14 14.39 -20.80  C77 1.090
86 H 21.95 14.77 -22.02  C77 1.090
87 H 24.05 17.70 -21.99  C79 1.090
88 H 23.98 16.73 -20.50  C79 1.090
89 H 22.54 17.00 -21.51  C79 1.090
90 H 21.41 12.44 -22.37  N80 1.010
91 H 22.30 12.24 -21.16  N80 1.010
92 C 17.89 27.46 -17.81  C93 1.526, H98 1.090, H99 1.090, H100 1.090
93 C 17.70 26.18 -18.62  C92 1.526, C94 1.545, N97 1.449, H101 1.090
94 C 18.97 25.30 -18.68  C93 1.545, O95 1.461, H102 1.090, H103 1.090
95 O 19.95 25.96 -19.54  C94 1.461, C96 1.436
96 C 21.24 25.33 -19.50  O95 1.436, H104 1.090, H105 1.090, H106 1.090
97 N 16.66 25.45 -17.91  C93 1.449, H107 1.010, H108 1.010
98 H 18.10 27.31 -16.75  C92 1.090
99 H 17.16 28.24 -18.03  C92 1.090
100 H 18.87 27.82 -18.11  C92 1.090
101 H 17.37 26.44 -19.63  C93 1.090
102 H 18.88 24.29 -19.06  C94 1.090
103 H 19.34 25.33 -17.65  C94 1.090
104 H 21.97 26.15 -19.53  C96 1.090
105 H 21.31 24.68 -20.37  C96 1.090
106 H 21.40 24.72 -18.61  C96 1.090
107 H 16.26 24.73 -18.49  N97 1.010
108 H 16.87 25.00 -17.04  N97 1.010
109 C 17.63 23.03 -24.82  C110 1.592, H115 1.090, H116 1.090, H117 1.090
110 C 18.03 21.81 -23.89  C109 1.592, C111 1.570, N114 1.417, H118 1.090
111 C 18.67 20.61 -24.67  C110 1.570, O112 1.458, H119 1.090, H120 1.090
112 O 17.55 19.96 -25.35  C111 1.458, C113 1.448
113 C 16.88 19.02 -24.48  O112 1.448, H121 1.090, H122 1.090, H123 1.090
114 N 18.84 22.40 -22.88  C110 1.417, H124 1.010, H125 1.010
115 H 16.98 22.59 -25.58  C109 1.090
116 H 18.58 23.37 -25.25  C109 1.090
117 H 17.03 23.77 -24.29  C109 1.090
118 H 17.10 21.41 -23.50  C110 1.090
119 H 19.27 19.91 -24.10  C111 1.090
120 H 19.28 21.11 -25.42  C111 1.090
121 H 17.29 18.01 -24.60  C113 1.090
122 H 15.90 18.80 -24.90  C113 1.090
123 H 16.60 19.32 -23.47  C113 1.090
124 H 19.57 21.74 -22.62  N114 1.010
125 H 19.39 23.15 -23.26  N114 1.010
126 C 27.71 19.13 -25.04  C127 1.459, H132 1.090, H133 1.090, H134 1.090
127 C 26.95 18.82 -26.24  C126 1.459, C128 1.575, N131 1.470, H135 1.090
128 C 27.43 17.66 -27.19  C127 1.575, O129 1.350, H136 1.090, H137 1.090
129 O 28.47 17.91 -28.00  C128 1.350, C130 1.465
130 C 28.78 16.93 -29.04  O129 1.465, H138 1.090, H139 1.090, H140 1.090
131 N 25.64 18.48 -25.66  C127 1.470, H141 1.010, H142 1.010
132 H 27.77 18.46 -24.18  C126 1.090
133 H 27.29 20.07 -24.66  C126 1.090
134 H 28.74 19.42 -25.24  C126 1.090
135 H 26.92 19.74 -26.83  C127 1.090
136 H 26.72 17.46 -28.00  C128 1.090
137 H 27.60 16.69 -26.73  C128 1.090
138 H 29.78 17.03 -29.47  C130 1.090
139 H 27.92 16.85 -29.70  C130 1.090
140 H 28.87 15.95 -28.57  C130 1.090
141 H 25.47 19.29 -25.08  N131 1.010
142 H 25.76 17.73 -25.00  N131 1.010
143 C 24.96 24.99 -20.11  C144 1.512, H149 1.090, H150 1.090, H151 1.090
144 C 25.04 23.64 -19.43  C143 1.512, C145 1.504, N148 1.452, H152 1.090
145 C 26.02 23.64 -18.28  C144 1.504, O146 1.440, H153 1.090, H154 1.090
146 O 27.31 23.67 -18.93  C145 1.440, C147 1.456
147 C 28.43 23.76 -18.00  O146 1.456, H155 1.090, H156 1.090, H157 1.090
148 N 23.70 23.19 -19.10  C144 1.452, H158 1.010, H159 1.010
149 H 24.73 24.79 -21.15  C143 1.090
150 H 25.98 25.34 -20.28  C143 1.090
151 H 24.35 25.79 -19.67  C143 1.090
152 H 25.40 22.95 -20.19  C144 1.090
153 H 25.84 22.79 -17.63  C145 1.090
154 H 25.89 24.64 -17.86  C145 1.090
155 H 28.56 24.81 -17.75  C147 1.090
156 H 29.34 23.24 -18.32  C147 1.090
157 H 28.22 23.32 -17.03  C147 1.090
158 H 23.36 23.86 -18.43  N148 1.010
159 H 23.76 22.39 -18.49  N148 1.010

Most stable of them? (i).